Here is a cluster of 9 separate species, C35H55NO24 in total at a distorted geometry from the OMol25 dataset. Energies are from ωB97M-V with the def2-TZVPD basis set.

```
115
Properties=species:S:1:pos:R:3:forces:R:3
C 1.2983 -3.6349 -0.3472 1.07 -0.22 -1.60
C 0.1953 -4.6939 -0.6232 1.36 1.57 -0.54
C 0.6603 -6.1789 -0.5732 -2.75 0.99 -1.33
O 0.0903 -6.7109 0.5918 -0.70 1.25 1.02
C -0.7307 -5.7469 1.1288 -2.95 -2.03 2.53
O -1.5347 -5.9849 2.0358 2.55 0.79 -2.22
O -0.6867 -4.5959 0.4688 -0.69 -0.49 0.23
H 2.2903 -4.1039 -0.1042 -1.01 0.50 0.14
H 0.9853 -2.9129 0.3888 -0.07 -0.24 0.57
H 1.4803 -3.0199 -1.2532 0.02 -0.53 0.34
H -0.3417 -4.3689 -1.5702 0.37 -0.89 1.20
H 1.6753 -6.2919 -0.5692 2.68 -0.19 0.06
H 0.2233 -6.6929 -1.4202 0.12 -0.32 -0.29
C 1.3313 4.3611 -0.5722 -1.15 -0.76 -1.04
C 2.5363 3.6971 -1.2522 -2.43 -1.16 0.85
C 3.0953 2.4241 -0.7152 1.38 0.00 -0.52
O 2.6943 1.4811 -1.7332 1.54 -3.56 5.39
C 2.3163 2.0391 -2.7972 -2.56 -1.45 -1.74
O 1.8873 1.3781 -3.7122 0.61 1.20 -0.58
O 2.2743 3.3061 -2.5692 -1.02 4.14 -2.83
H 1.3663 4.5601 0.4678 0.99 0.16 1.13
H 0.3453 3.9121 -0.6622 0.12 -1.06 -0.39
H 1.1413 5.2821 -1.0652 0.21 1.15 -0.41
H 3.2273 4.4331 -1.2702 2.55 2.24 -0.24
H 2.7833 2.3101 0.3298 0.04 -1.13 -0.51
H 4.1863 2.4281 -0.8662 -0.22 0.11 0.93
C 4.4913 -1.2789 -4.3002 -1.49 -2.03 -1.50
C 4.6683 -2.1889 -3.1142 0.85 1.87 0.59
C 6.0683 -2.0269 -2.4302 -1.35 -0.40 -0.50
O 5.6763 -1.8169 -1.0982 0.52 -0.23 2.57
C 4.3323 -1.5639 -0.9372 2.35 0.28 0.46
O 3.7853 -1.2409 0.0728 0.22 -0.11 0.29
O 3.8243 -1.6199 -2.1042 -2.93 -0.60 -1.94
H 5.2203 -1.6279 -5.0042 0.60 0.31 -0.75
H 4.5453 -0.2369 -4.1142 0.53 0.86 0.60
H 3.5033 -1.4059 -4.8272 0.79 -0.15 0.74
H 4.4313 -3.2299 -3.2372 -0.43 -0.35 -0.34
H 6.5593 -1.1259 -2.7632 0.39 0.18 -0.34
H 6.7113 -2.9169 -2.5332 -0.28 0.45 0.19
C -4.3127 3.6771 -0.6702 1.74 1.09 0.04
C -3.6947 4.9341 -1.3752 1.15 -2.76 3.31
C -2.3047 4.6261 -2.0662 -2.37 1.80 0.29
O -2.7787 4.3551 -3.3512 -0.16 -0.47 -1.54
C -4.0107 4.8331 -3.4842 -3.82 -0.50 -6.18
O -4.6887 4.8471 -4.5472 3.03 -0.11 3.44
O -4.5497 5.2311 -2.3612 -1.03 1.28 -2.17
H -3.5117 3.0611 -0.3202 0.32 -0.76 0.11
H -4.9787 3.1211 -1.2852 -0.18 -0.39 -1.00
H -4.8917 3.9391 0.1618 -0.87 0.68 1.37
H -3.6947 5.8231 -0.7922 0.58 0.40 1.26
H -1.7357 3.7931 -1.7392 0.44 -0.57 0.66
H -1.8137 5.5801 -2.1492 1.07 0.17 0.35
C -1.0047 4.1711 3.9048 1.95 0.05 0.27
C -2.1107 4.0171 2.8578 2.15 0.26 0.17
C -1.7457 3.0191 1.7518 1.85 1.91 1.01
O -2.6897 2.0091 1.8818 2.59 -2.09 -4.27
C -3.4977 2.2311 2.8008 -7.05 -1.19 5.88
O -4.4877 1.5481 3.2098 4.13 2.15 -2.40
O -3.1997 3.3741 3.4438 -0.99 0.99 0.71
H 0.0773 4.4851 3.5668 -2.33 -0.09 0.09
H -0.7977 3.2111 4.3498 -0.12 -0.77 0.04
H -1.2957 4.7571 4.7798 -0.09 0.42 -0.42
H -2.2797 5.0111 2.4208 -0.88 -0.29 0.25
H -0.6797 2.7831 1.8218 -0.28 -1.31 0.48
H -1.7207 3.5801 0.8668 -1.02 0.02 -1.97
C 1.9613 0.9921 3.2908 0.81 -2.31 -0.36
C 2.5363 -0.5189 3.2268 1.66 2.85 1.33
C 2.7313 -1.1439 4.6398 -0.20 -1.69 -1.86
O 2.1823 -2.5109 4.3278 1.90 1.54 5.69
C 1.6893 -2.5749 3.1838 -2.56 -7.00 -3.08
O 1.2273 -3.6959 2.7698 1.22 4.72 0.75
O 1.8183 -1.4699 2.5408 -1.28 1.58 -3.18
H 1.7393 1.4421 2.3418 -0.25 -0.26 -0.74
H 2.7873 1.5491 3.6578 0.85 0.58 0.56
H 1.1433 1.1521 3.9538 -0.76 -0.23 0.51
H 3.5463 -0.4129 2.8048 -0.44 -0.17 -0.51
H 2.1143 -0.5729 5.3198 0.05 -0.56 0.80
H 3.7773 -1.3999 4.9218 -0.88 0.90 0.08
C -1.0977 -0.3289 3.0908 0.63 -0.64 -1.03
C -2.3047 -1.2459 3.0768 0.20 -0.43 -1.07
C -2.2127 -2.7659 2.8068 2.16 0.51 0.19
O -3.0427 -3.2349 3.7908 -1.42 -3.12 1.69
C -3.3197 -2.3729 4.7848 0.32 -2.95 1.18
O -3.7297 -2.7129 5.8878 0.48 1.49 -2.49
O -2.9487 -1.2299 4.3098 0.06 3.76 2.92
H -1.3547 0.7221 3.2378 -0.01 -0.38 0.56
H -0.4997 -0.3399 2.1408 -0.82 -0.34 0.69
H -0.4397 -0.7489 3.8388 0.31 0.41 0.52
H -3.0697 -0.8949 2.4448 -0.63 0.84 -1.37
H -1.2187 -3.3029 2.8118 -0.76 0.90 0.36
H -2.6717 -3.0219 1.9068 -0.51 -0.21 -1.80
C 0.3613 0.0121 -0.5362 1.29 0.60 0.81
O -0.7917 -0.7479 -0.1682 -0.98 -1.15 -0.70
C -1.9557 -0.2079 -0.4732 0.50 7.57 -1.35
O -1.9427 1.1231 -0.9072 -0.89 -7.26 2.06
O -3.0447 -0.9269 -0.1932 3.42 0.39 -0.65
C -4.2497 -0.2799 -0.4102 -2.84 1.57 1.09
H 1.3153 -0.5359 -0.4012 -0.89 -0.13 1.07
H 0.2883 0.9791 -0.0312 0.38 -0.24 0.27
H 0.4943 0.2561 -1.5532 -1.04 0.15 -1.52
H -4.9877 -1.0599 -0.4182 -0.34 -0.46 0.37
H -4.4157 0.2151 -1.3612 0.91 0.23 -0.20
H -4.5127 0.4481 0.4348 0.59 -0.99 -1.12
C -1.2617 -0.7859 -3.7202 -0.43 -3.93 -1.24
C -0.0487 -1.6539 -3.2802 -1.96 0.83 -0.57
C -0.2047 -3.0069 -4.0052 1.39 -0.69 1.71
C 0.9773 -3.8939 -3.6792 2.32 -2.32 0.75
N 1.9063 -4.5859 -3.4112 -3.41 2.67 -1.10
H -0.9827 -0.5699 -4.7252 -0.72 0.88 -0.92
H -1.4907 -0.0049 -3.1312 0.20 3.36 1.81
H -2.2827 -1.3029 -3.6522 1.48 -0.11 -0.57
H -0.2147 -1.8229 -2.2512 0.50 -0.43 1.28
H 0.8373 -1.0019 -3.4452 -0.15 -1.13 -0.07
H -0.1707 -2.9129 -5.0492 -0.11 0.37 -1.62
H -1.1807 -3.5019 -3.7562 1.03 0.37 0.05
```
Positions in Å, forces in eV/Å.

Properties
**HOMO**: -9.8 eV
**Multiplicity**: 1
**Maximum force**: 9.26 eV Å⁻¹
**HOMO-LUMO gap**: 9.4 eV
**Charge**: 0
**Energy above the lowest of the compared OMol25 structures with the same formula, charge and spin**: 325.1 kJ/mol
**SMILES string**: C[C@H]1COC(=O)O1.C[C@H]1COC(=O)O1.C[C@H]1COC(=O)O1.C[C@H]1COC(=O)O1.C[C@H]1COC(=O)O1.C[C@H]1COC(=O)O1.C[C@H]1COC(=O)O1.COC(=O)OC.CCCC#N